1.
This record from the Open Molecules 2025 dataset describes C6H10O in the gas phase in a non-equilibrium geometry. The level of theory is the ωB97M-V functional and the def2-TZVPD basis.

Positions of all 17 atoms, in Å:
1 C 0.732076 2.387984 1.369359
2 C 0.832280 1.034347 0.747800
3 C -0.064882 0.076071 0.903649
4 C 0.037703 -1.310885 0.218167
5 C -0.967249 -1.442691 -0.896282
6 C -0.480776 -1.190731 -2.316486
7 O -1.296434 -1.063420 -3.177817
8 H 1.297834 2.619110 2.276323
9 H -0.323518 2.506691 1.645231
10 H 0.955319 3.227004 0.709863
11 H 1.614383 0.920895 -0.001699
12 H -0.845886 0.099319 1.655509
13 H -0.130908 -1.939315 1.097426
14 H 1.096811 -1.453144 -0.002677
15 H -1.816254 -0.768655 -0.805254
16 H -1.249465 -2.502410 -0.952709
17 H 0.608964 -1.200172 -2.470400

Forces on atoms 1 to 2 (eV/Å):
-1.060 0.698 0.585
0.205 0.653 -0.445

Computed properties:
- Gap between HOMO and LUMO: 10.5 eV
- LUMO level: 1.1 eV
- Electronic energy: -8430.19041 eV
- Energy above the lowest of the compared OMol25 structures with the same formula, charge and spin: 24.2 kcal per mole

Atom charges from the Löwdin analysis, given in e for atoms 1 to 6: number 1, C, carries -0.12; number 2, C, carries -0.18; number 3, C, carries -0.13; number 4, C, carries -0.21; number 5, C, carries -0.16; number 6, C, carries -0.27

=====

2.
This record from the Open Molecules 2025 dataset describes a 2-piece molecular cluster, C12H29BrN3 overall. The level of theory is the ωB97M-V functional and the def2-TZVPD basis.

Positions of all 45 atoms, in Å:
1 C 4.138041 -2.122516 0.115834
2 C 3.059474 -3.175358 0.302573
3 N 2.407540 -3.560279 -0.953659
4 C 1.046304 -3.207368 -1.229537
5 C 0.651678 -1.701277 -1.198166
6 N -0.057748 -1.175425 0.043039
7 Br 1.109144 -0.419657 1.337218
8 C -1.014732 -2.167514 0.659775
9 C -0.354340 -3.510990 0.811928
10 N 0.062288 -3.978456 -0.490855
11 H 4.971921 -2.518487 -0.465978
12 H 3.752643 -1.244637 -0.408285
13 H 4.543957 -1.797162 1.073698
14 H 2.284772 -2.817957 0.984038
15 H 3.478982 -4.064768 0.776206
16 H 3.006051 -3.403061 -1.754384
17 H 0.905780 -3.450965 -2.286384
18 H -0.060383 -1.495374 -1.997192
19 H 1.531695 -1.079158 -1.335501
20 H -0.617295 -0.365246 -0.243702
21 H -1.342533 -1.743534 1.604699
22 H -1.846549 -2.217693 -0.044528
23 H 0.428873 -3.472472 1.580731
24 H -1.130511 -4.181561 1.182981
25 H 0.370126 -4.943895 -0.470656
26 C -2.373127 0.989600 0.156202
27 C -2.920003 2.390902 -0.090631
28 C -2.027928 3.215991 -1.017024
29 C -0.577825 3.360960 -0.547507
30 C -0.411342 3.910605 0.868971
31 C -1.021279 5.293940 1.057179
32 H -1.404599 1.069978 0.663727
33 H -3.034297 0.384865 0.777429
34 H -2.248948 0.474320 -0.808542
35 H -3.031708 2.894019 0.872823
36 H -3.921719 2.322757 -0.517586
37 H -2.474385 4.204074 -1.141185
38 H -2.029482 2.762499 -2.013759
39 H -0.053453 4.015345 -1.249091
40 H -0.064635 2.392776 -0.616193
41 H 0.655555 3.948975 1.103382
42 H -0.852165 3.217292 1.594149
43 H -0.593173 6.006726 0.349528
44 H -0.839392 5.673239 2.062302
45 H -2.101276 5.285947 0.901933

Forces on atoms 1 to 2 (eV/Å):
0.048 0.037 0.011
-0.285 -0.106 -0.070

Computed properties:
- Gap between HOMO and LUMO: 7.7 eV
- LUMO level: -4.6 eV
- Total charge: +1
- Electronic energy: -87419.77945 eV
- Energy above the lowest of the compared OMol25 structures with the same formula, charge and spin: 0.0 kcal per mole

Atom charges from the Löwdin analysis, given in e for atoms 1 to 6: number 1, C, carries -0.10; number 2, C, carries -0.28; number 3, N, carries -0.02; number 4, C, carries -0.36; number 5, C, carries -0.07; number 6, N, carries -0.43

=====

3.
This record from the Open Molecules 2025 dataset describes a 2-piece molecular cluster, C4H8S4 overall in a non-equilibrium geometry. The level of theory is the ωB97M-V functional and the def2-TZVPD basis.

Positions of all 16 atoms, in Å:
1 C -0.229992 -0.530127 -0.291663
2 C -1.874818 -0.997352 1.515742
3 C -0.726944 -0.122630 1.010208
4 C 1.591369 0.745868 -1.156805
5 S -0.585280 -1.699454 -1.291465
6 S 2.896772 0.276821 -0.040599
7 S 1.692313 0.141095 -2.787973
8 S 1.057469 2.428205 -0.923660
9 H -2.661731 -1.049650 0.764381
10 H -2.289018 -0.588574 2.433359
11 H -1.519161 -2.008836 1.712635
12 H 0.115379 -0.148297 1.711460
13 H -1.036476 0.925784 0.940273
14 H 2.487120 1.069647 0.953777
15 H 0.826616 -0.909140 -2.566782
16 H 0.256381 2.466640 -1.982887

Forces on atoms 1 to 2 (eV/Å):
-1.899 -0.391 -0.989
0.174 -0.153 -0.154

Computed properties:
- Gap between HOMO and LUMO (alpha / beta): 5.9 / 7.4 eV
- Multiplicity: 3
- LUMO level (alpha / beta): 0.0 / -2.0 eV
- Electronic energy: -47613.97709 eV
- Energy above the lowest of the compared OMol25 structures with the same formula, charge and spin: 0.0 kcal per mole

Atom charges from the Löwdin analysis, given in e for atoms 1 to 6: number 1, C, carries -0.70; number 2, C, carries -0.12; number 3, C, carries -0.37; number 4, C, carries -1.50; number 5, S, carries 0.71; number 6, S, carries 0.70

=====

4.
This record from the Open Molecules 2025 dataset describes C5H8O4 as an isolated structure in a non-equilibrium geometry. The level of theory is the ωB97M-V functional and the def2-TZVPD basis.

Positions of all 17 atoms, in Å:
1 C -1.060872 1.262316 -0.152773
2 C 1.324242 -0.199954 0.530557
3 C 0.473201 -0.358165 -0.526444
4 C -0.898671 -0.745383 -0.493903
5 C -1.828666 -1.281216 0.280620
6 O 2.674764 -0.406772 0.421024
7 O 0.886928 -0.057854 1.811746
8 O 1.100647 -0.291180 -1.769635
9 O -0.294902 2.207690 -0.745093
10 H 1.421534 -0.639768 2.375067
11 H 2.853492 -0.569342 -0.520000
12 H 0.467823 -0.670072 -2.401952
13 H 0.547232 2.272910 -0.262472
14 H -1.044326 1.254384 0.934245
15 H -2.040543 1.242847 -0.612664
16 H -2.170028 -2.299602 0.114181
17 H -2.411855 -0.720841 1.017495

Forces on atoms 1 to 2 (eV/Å):
-1.620 -1.061 0.257
-1.061 -0.330 -1.036

Computed properties:
- Gap between HOMO and LUMO: 6.7 eV
- LUMO level: 0.1 eV
- Electronic energy: -13498.90647 eV
- Energy above the lowest of the compared OMol25 structures with the same formula, charge and spin: 142.4 kcal per mole

Atom charges from the Löwdin analysis, given in e for atoms 1 to 6: number 1, C, carries -0.14; number 2, C, carries -0.41; number 3, C, carries -0.37; number 4, C, carries -0.06; number 5, C, carries 0.02; number 6, O, carries 0.07

=====

5.
This record from the Open Molecules 2025 dataset describes C6H9NO in the gas phase in a non-equilibrium geometry. The level of theory is the ωB97M-V functional and the def2-TZVPD basis.

Positions of all 17 atoms, in Å:
1 N -1.199692 -0.244922 -2.120803
2 C -0.122788 0.612316 -1.580781
3 C 0.681306 0.076466 -0.556258
4 C 0.777202 -1.000122 0.353616
5 C 0.725324 -0.276389 1.724497
6 O -0.760387 -0.236354 1.831810
7 C -0.100130 1.013759 1.607627
8 C -0.293461 0.987683 0.086745
9 H -1.047007 -1.407281 -1.893831
10 H -2.282804 0.205987 -2.153981
11 H 0.461410 1.384875 -2.244456
12 H 1.820075 0.456481 -0.693991
13 H 1.746099 -1.664497 0.161062
14 H -0.320521 -1.596123 0.110341
15 H 1.296243 -0.653273 2.602509
16 H -0.071257 1.669492 2.540339
17 H -1.309612 0.671902 0.225555

Forces on atoms 1 to 2 (eV/Å):
-1.332 -0.610 0.653
-1.410 1.327 -2.648

Computed properties:
- Gap between HOMO and LUMO: 8.7 eV
- LUMO level: 0.9 eV
- Electronic energy: -9896.41249 eV
- Energy above the lowest of the compared OMol25 structures with the same formula, charge and spin: 212.0 kcal per mole

Atom charges from the Löwdin analysis, given in e for atoms 1 to 6: number 1, N, carries -0.03; number 2, C, carries -0.24; number 3, C, carries -0.42; number 4, C, carries -0.16; number 5, C, carries -0.15; number 6, O, carries -0.11

=====

6.
This record from the Open Molecules 2025 dataset describes C3H3ClN2S in the gas phase in a non-equilibrium geometry. The level of theory is the ωB97M-V functional and the def2-TZVPD basis.

Positions of all 10 atoms, in Å:
1 S -0.999598 -1.766961 -0.051521
2 N -0.662019 -0.093462 -0.025207
3 N -1.671759 0.810262 -0.115659
4 C -1.058862 1.986797 0.030122
5 C 0.397996 1.857788 0.071911
6 C 0.587005 0.527722 0.061266
7 Cl 2.051414 -0.395585 -0.020241
8 H -1.562413 -1.719110 1.237208
9 H -1.671177 2.840071 -0.078207
10 H 1.132738 2.623914 0.015700

Forces on atoms 1 to 2 (eV/Å):
-0.553 0.632 1.543
0.804 -0.009 -0.441

Computed properties:
- Gap between HOMO and LUMO: 10.2 eV
- LUMO level: 0.7 eV
- Electronic energy: -29496.03892 eV
- Energy above the lowest of the compared OMol25 structures with the same formula, charge and spin: 29.5 kcal per mole

Atom charges from the Löwdin analysis, given in e for atoms 1 to 6: number 1, S, carries 0.78; number 2, N, carries -0.59; number 3, N, carries 0.02; number 4, C, carries -0.13; number 5, C, carries -0.08; number 6, C, carries -0.75